Below is a gas-phase ion, C6H10BrN2 (charge +1), with properties calculated with ωB97M-V/def2-TZVPD.

```
19
Properties=species:S:1:pos:R:3:forces:R:3:nbo_charge:R:1
C -1.5114 0.3691 0.8511 -3.4 2.7 2.4 -0.7862
C -0.4710 -0.6097 0.4896 3.6 0.5 0.4 -0.0629
Br -0.1761 -1.9780 1.9663 -0.1 1.0 -0.8 0.0387
C -0.8299 -1.3209 -0.7220 1.1 -0.9 -3.7 -0.1902
C -0.3707 -0.9157 -1.9544 0.3 -0.1 2.1 -0.2686
C 0.5463 0.2650 -2.0465 -1.0 0.5 -2.2 0.1699
N 1.2528 0.7231 -1.1169 1.1 0.3 2.0 -0.4725
C 1.2102 0.0488 0.1391 -5.3 -0.8 0.9 0.1084
N 1.3785 1.0198 1.2444 -1.9 2.0 -0.5 -0.7173
H -2.5564 0.0282 0.6026 1.1 -0.3 0.1 0.2881
H -1.6496 1.4264 0.4726 1.3 -1.0 -0.9 0.2684
H -1.6645 0.6780 1.9398 0.8 -1.1 -0.8 0.2592
H -1.3393 -2.2845 -0.6634 -0.3 0.5 0.1 0.2571
H -0.5239 -1.4991 -2.8495 -0.3 0.1 0.0 0.2548
H 0.6388 0.8956 -2.9962 -0.4 -1.3 1.0 0.2266
H 1.8066 -0.7928 0.3094 1.3 -1.1 -0.2 0.2341
H 1.7075 0.6740 2.1695 -1.3 -0.2 -0.5 0.4694
H 0.4191 1.6468 1.1807 2.9 -1.7 1.0 0.4774
H 2.1330 1.6259 0.9838 0.6 1.0 -0.5 0.4454
```
Positions in Å, forces in eV/Å.

Output
E_HOMO (eV): -13.43
SMILES: C[C@@]1(Br)C=CC=N[C@H]1[NH3+]
Energy (eV): -79397.58649
ΔE to the lowest compared entry with this formula, charge and spin (eV): 2.136
Gap between HOMO and LUMO (Eh): 0.3390
Lowest unoccupied orbital energy (eV): -4.21
Spin multiplicity: 1
Charge: +1


Below is 2 unconnected molecules or ions with the total composition C4H8N, with properties calculated with ωB97M-V/def2-TZVPD.

```
13
Properties=species:S:1:pos:R:3:forces:R:3:nbo_charge:R:1
C -3.0211 0.2125 -0.2601 -0.2 0.1 -0.4 -0.1597
C -1.9165 -0.2104 0.0125 -5.8 1.5 -1.5 0.0515
C 1.3844 0.4195 -0.0620 1.8 0.4 0.0 -0.4844
C 0.3691 -0.4511 -0.6862 -0.6 -2.2 3.0 -0.2301
N -0.7494 -0.6116 0.3700 4.7 1.8 0.6 -0.5758
H -4.0320 0.5841 -0.5809 1.7 -0.7 0.6 0.2883
H 0.7694 1.3848 0.1672 -0.2 0.8 0.1 0.1396
H 1.8441 0.1515 0.8743 -0.4 -0.8 0.5 0.2596
H 2.3025 0.7339 -0.6294 -1.3 0.3 -0.2 0.3114
H 0.7088 -1.4502 -0.9376 0.2 0.0 -0.3 0.2697
H -0.1342 0.0328 -1.4423 -0.8 0.8 -2.1 0.2401
H -0.7351 -1.2901 1.1168 0.6 -0.4 0.0 0.4492
H 0.0032 1.0482 0.8354 0.1 -1.7 -0.5 0.4408
```
Positions in Å, forces in eV/Å.

Output
E_HOMO (spin up / spin down) (eV): -13.70 / -13.70
Energy (eV): -5754.40130
ΔE to the lowest compared entry with this formula, charge and spin (eV): 5.463
Gap between HOMO and LUMO (spin up / spin down) (Eh): 0.2688 / 0.2687
Lowest unoccupied orbital energy (spin up / spin down) (eV): -6.39 / -6.39
Spin multiplicity: 1
Charge: +1


Below is C4H8OS in the gas phase, with properties calculated with ωB97M-V/def2-TZVPD.

```
14
Properties=species:S:1:pos:R:3:forces:R:3:nbo_charge:R:1
C -1.0014 1.1640 0.3229 0.4 -1.6 0.8 -0.0749
C 0.5142 1.3480 0.0505 0.1 1.9 -0.2 -0.5800
S 1.4710 -0.1494 -0.2182 0.1 0.2 -0.9 0.2418
C 0.2565 -1.1889 0.5068 0.3 -2.0 0.8 -0.6027
C -1.0984 -1.1728 -0.1044 -1.4 2.2 -0.1 -0.0784
O -1.5394 0.1437 -0.5249 0.3 0.8 0.2 -0.5397
H -1.5568 2.1110 0.2225 0.2 -0.5 -0.2 0.2081
H -1.1280 0.7687 1.3731 0.0 0.9 -0.7 0.1542
H 0.6532 1.9571 -0.8876 -0.1 -0.4 1.1 0.2280
H 0.9802 1.8670 0.9242 -0.5 0.0 -0.8 0.2148
H 0.5832 -2.2502 0.3092 0.0 1.0 1.0 0.2474
H 0.2069 -0.8859 1.5585 0.1 -0.8 0.0 0.2108
H -1.0833 -1.6859 -1.0165 -0.1 -1.1 -1.2 0.1917
H -1.9006 -1.5434 0.5516 0.5 -0.3 0.1 0.1788
```
Positions in Å, forces in eV/Å.

Output
E_HOMO (eV): -8.55
SMILES: C1CSCCO1
Energy (eV): -17159.36689
ΔE to the lowest compared entry with this formula, charge and spin (eV): 1.083
Gap between HOMO and LUMO (Eh): 0.3476
Lowest unoccupied orbital energy (eV): 0.91
Spin multiplicity: 1
Charge: 0


Below is a molecular structure, C10H13IrN2O6, with properties calculated with ωB97M-V/def2-TZVPD.

```
32
Properties=species:S:1:pos:R:3:forces:R:3:mulliken_spin:R:1
O 0.9292 -3.5924 -5.5546 -0.7 2.9 4.5 0.1214
C 0.7499 -2.9544 -4.6020 1.3 -4.1 -6.2 0.0825
Ir 0.3416 -1.8420 -3.0913 0.3 0.2 1.1 1.5459
O -2.2450 -0.6372 -4.3768 4.3 -2.0 2.3 0.0386
C -1.2907 -1.0810 -3.8914 -5.7 2.5 -3.2 0.0379
C 2.1155 -2.5899 -2.1267 0.1 -1.5 -3.5 0.6051
O 2.4537 -2.3038 -0.9975 0.3 1.1 3.1 0.9183
C 1.2319 -0.1136 -2.8345 3.3 5.6 0.8 0.1601
O 1.7842 0.8946 -2.7165 -2.2 -4.2 -0.5 0.0998
C -0.5628 -2.6430 -1.5434 -2.7 -2.9 5.3 0.1521
O -1.0798 -3.1508 -0.6445 2.2 2.1 -3.8 0.0917
H 2.7730 -3.2961 -2.7055 -0.5 0.4 0.2 0.1233
C 1.6643 -0.3876 2.0635 0.6 -0.5 0.3 -0.0106
N 0.6167 0.5961 2.1925 -0.3 0.4 0.1 0.4890
C 0.5758 1.3211 3.4476 0.2 0.1 0.6 -0.0046
C -0.2184 0.7235 1.1094 -0.2 -0.6 -1.4 -0.0593
O -0.0274 0.0226 0.0965 0.4 0.0 0.3 -0.0598
N -1.2764 1.6018 1.0755 0.3 -0.2 0.6 0.4366
C -1.7783 2.4683 2.1229 -0.3 0.4 0.3 -0.0036
C -2.0003 1.5795 -0.1691 -0.7 0.3 -0.6 -0.0234
H 2.1968 -0.4090 3.0171 0.0 -0.2 -0.4 0.0049
H 2.3670 -0.1303 1.2595 -0.3 0.0 0.1 0.0320
H 1.2465 -1.3793 1.8509 0.0 0.2 0.0 0.0292
H 0.7212 2.4022 3.3081 -0.1 -0.2 -0.1 0.0318
H -0.3647 1.1484 3.9895 0.2 0.0 -0.2 0.0314
H 1.4049 0.9335 4.0489 -0.4 0.3 0.0 0.0038
H -1.0281 3.2111 2.4225 -0.1 -0.1 -0.1 0.0275
H -2.6560 2.9899 1.7265 0.3 -0.1 0.3 0.0031
H -2.0824 1.8988 3.0116 0.1 0.0 -0.2 0.0292
H -1.3310 1.8155 -1.0053 0.0 0.0 0.2 0.0293
H -2.4262 0.5861 -0.3628 0.1 0.1 0.2 0.0332
H -2.8045 2.3174 -0.1205 0.2 -0.2 -0.1 0.0039
```
Positions in Å, forces in eV/Å.

Output
E_HOMO (spin up / spin down) (eV): -17.03 / -19.34
Energy (eV): -28645.80537
Gap between HOMO and LUMO (spin up / spin down) (Eh): 0.2101 / 0.1189
Lowest unoccupied orbital energy (spin up / spin down) (eV): -11.31 / -16.11
Spin multiplicity: 6
Charge: +3


Below is 3 unconnected molecules or ions with the total composition C5H8O2, with properties calculated with ωB97M-V/def2-TZVPD.

```
15
Properties=species:S:1:pos:R:3:forces:R:3:nbo_charge:R:1
C -1.2485 -0.5662 -0.4148 0.1 0.1 0.0 -0.3094
C -0.3831 0.5199 -0.0249 -0.2 -0.1 0.0 0.1955
O -0.8231 1.6951 -0.3172 -0.1 -0.1 0.1 -0.6416
C 0.6350 0.2610 1.1124 0.0 0.1 0.1 -0.4470
C 1.6600 -0.4797 0.2306 0.1 0.0 -0.1 -0.5336
C 0.9021 -0.1582 -1.0412 0.4 0.0 -0.7 0.6695
O 1.1375 -0.0794 -2.1954 -0.2 -0.1 0.8 -0.4579
H -2.5751 0.4463 0.0638 0.0 -0.1 0.1 -0.0619
H -1.6435 -0.5434 -1.4272 0.1 0.0 0.2 0.2268
H -1.1880 -1.5494 0.0573 0.0 0.1 -0.1 0.2143
H -2.2051 1.2442 -0.0383 0.2 0.1 -0.1 0.1949
H 1.0101 1.2204 1.4722 -0.1 -0.1 0.0 0.2381
H 0.2453 -0.3238 1.9507 0.0 0.1 -0.1 0.2193
H 2.6863 -0.0982 0.2253 -0.2 -0.1 0.0 0.2487
H 1.6877 -1.5667 0.3727 0.0 0.2 0.0 0.2445
```
Positions in Å, forces in eV/Å.

Output
E_HOMO (eV): -9.05
Energy (eV): -9404.59801
ΔE to the lowest compared entry with this formula, charge and spin (eV): 5.234
Gap between HOMO and LUMO (Eh): 0.3174
Lowest unoccupied orbital energy (eV): -0.42
Spin multiplicity: 1
Charge: 0


Below is a molecular structure, C10H17BrIO6PSi2, with properties calculated with ωB97M-V/def2-TZVPD.

```
38
Properties=species:S:1:pos:R:3:forces:R:3:nbo_charge:R:1
C 2.6165 0.3814 1.7405 0.0 0.1 0.0 -0.6592
C 2.8309 1.3710 0.6026 0.2 0.0 0.2 -0.2802
I 2.0410 0.5028 -1.2034 -0.1 0.0 0.0 0.0742
C 2.2803 2.7947 0.8149 0.0 -0.1 -0.1 -0.9542
Si 1.5846 3.3833 2.4348 -0.1 0.0 -0.1 1.5658
Br 3.0433 3.4084 4.0895 0.2 -0.1 0.1 -0.3177
O 0.2736 2.5094 2.8871 0.1 0.2 0.1 -1.2604
Si -1.3233 2.9155 2.9419 -0.3 -0.2 0.0 1.4688
C -2.1558 2.0329 1.5189 -0.2 0.1 0.0 -1.3420
P -2.2344 0.2381 1.5605 0.0 -0.3 -0.1 2.3756
O -3.4556 -0.2753 2.1970 0.5 0.2 -0.3 -1.0746
O -2.0073 -0.2528 0.0569 -0.4 0.0 0.0 -0.9983
O -0.8511 -0.2853 2.1963 -0.2 0.2 0.2 -0.9981
H 1.5586 0.2779 1.9668 -0.1 0.0 0.1 0.2307
H 3.0083 -0.6037 1.4858 0.0 0.1 0.0 0.2266
H 3.1433 0.7360 2.6333 -0.1 0.0 0.0 0.2197
H 3.8982 1.4527 0.4017 -0.1 -0.1 -0.1 0.2173
H 3.0522 3.5177 0.5304 -0.1 0.0 0.0 0.2590
H 1.4374 2.9926 0.1390 0.1 0.0 0.0 0.2520
H 1.1557 4.7835 2.2525 0.0 0.0 0.0 -0.2029
H -1.4708 4.3714 2.7318 0.0 0.0 0.0 -0.1969
H -1.9104 2.5216 4.2363 0.1 0.0 0.0 -0.1905
H -1.6407 2.3800 0.6155 0.0 -0.1 0.0 0.2668
H -3.2015 2.3516 1.4434 0.1 0.1 0.0 0.2916
H -1.2174 0.0861 -0.3824 0.2 0.0 0.1 0.5149
H -0.8818 -0.3023 3.1619 0.0 -0.1 0.0 0.5110
C -2.0752 -3.6810 -2.9416 0.0 0.0 0.0 -0.2110
C -1.3828 -2.5525 -2.8096 0.0 0.0 0.0 -0.2386
C -0.0516 -2.3932 -3.4423 0.1 0.0 -0.1 0.4857
O 0.5944 -1.3703 -3.3291 -0.1 0.0 0.0 -0.5140
C 0.4785 -3.5325 -4.2333 0.0 0.0 0.0 -0.2239
C -0.2147 -4.6592 -4.3661 0.0 0.0 0.0 -0.2290
C -1.5482 -4.8236 -3.7295 0.1 0.0 0.0 0.4738
O -2.1772 -5.8511 -3.8547 0.0 0.0 0.0 -0.4812
H -3.0473 -3.8247 -2.4873 0.0 0.0 0.0 0.2364
H -1.7472 -1.7095 -2.2410 -0.1 0.0 0.1 0.2374
H 1.4516 -3.3849 -4.6841 0.0 0.0 0.0 0.2319
H 0.1458 -5.5068 -4.9349 0.0 0.0 0.0 0.2334
```
Positions in Å, forces in eV/Å.

Output
E_HOMO (eV): -9.58
Energy (eV): -126123.79086
Gap between HOMO and LUMO (Eh): 0.2949
Lowest unoccupied orbital energy (eV): -1.55
Spin multiplicity: 1
Charge: 0